(1)
10
Properties=species:S:1:pos:R:3:forces:R:3:lowdin_charge:R:1 method="wB97M-V/def2-TZVPD" lumo_energy_ev="-2.130 / -2.668" total_charge=0 orbital_gap_ev="6.38 / 7.68" homo_energy_ha="-0.313 / -0.380" multiplicity=3
C -2.423 0.168 -1.895 0.68 -0.73 1.48 0.0721
C -1.800 -0.692 -1.109 0.98 0.68 -1.17 0.0046
C -1.762 0.928 -2.837 -1.58 1.05 -1.56 -0.1958
C 1.641 0.107 0.680 -0.25 -0.01 -1.04 0.1029
N -0.524 0.620 -2.557 1.56 0.36 -0.36 0.0120
N -0.578 -0.251 -1.495 -2.63 -0.48 0.47 0.0111
H -2.150 1.649 -3.596 0.72 -0.90 0.89 0.1233
H 0.842 -0.214 0.052 -0.61 -0.39 0.37 -0.0751
H 1.709 -0.074 1.716 0.13 -0.08 0.76 -0.0283
H 2.376 0.573 0.077 1.01 0.51 0.16 -0.0269

***

(2)
10
Properties=species:S:1:pos:R:3:forces:R:3:lowdin_charge:R:1 method="wB97M-V/def2-TZVPD" lumo_energy_ev=3.112 total_charge=-1 orbital_gap_ev=6.42 homo_energy_ha=-0.122
C 0.579 -2.137 0.569 0.31 -1.46 -2.76 -0.5469
C -0.797 1.077 -0.053 0.87 -0.97 2.31 -0.6796
C 0.438 0.297 -0.472 -1.42 0.31 -1.75 -0.8228
O 0.704 -2.895 -0.313 -0.04 0.20 0.02 0.1452
O 0.472 -1.561 1.538 -0.29 1.22 3.15 0.1418
F 0.403 0.651 -1.876 0.59 -0.55 -0.46 -0.2792
Cl -2.232 -0.080 0.071 -0.01 0.17 -0.12 0.4273
I 2.182 1.373 0.245 0.51 0.53 0.34 0.5540
H -1.139 1.867 -0.685 0.03 0.45 -0.47 0.0391
H -0.610 1.408 0.977 -0.55 0.09 -0.25 0.0211

***

(3)
78
Properties=species:S:1:pos:R:3:forces:R:3:lowdin_charge:R:1 method="wB97M-V/def2-TZVPD" lumo_energy_ev=-1.077 total_charge=0 orbital_gap_ev=5.80 homo_energy_ha=-0.253
C -5.200 2.995 0.725 0.27 0.04 -0.36 -0.1027
C -3.804 3.429 0.226 -0.27 -0.50 0.25 -0.2352
C -2.670 3.061 1.206 -0.46 -0.18 -0.77 -0.1931
C -1.428 2.499 0.487 0.21 0.03 1.30 -0.3068
C -0.851 1.293 1.272 -0.87 0.38 0.34 -0.1705
N 0.566 1.261 1.703 -0.69 0.16 -1.11 0.2470
C 1.245 0.285 1.235 0.23 0.45 0.47 -0.0938
C 2.630 0.071 1.757 0.12 -0.25 0.56 -0.0584
O 3.104 1.195 2.500 -0.27 -0.01 -0.13 0.0693
C 3.094 1.038 3.848 0.25 0.49 0.04 -0.7201
F 3.972 0.118 4.250 -0.08 -0.17 0.02 0.1871
F 3.411 2.199 4.396 -0.01 -0.11 -0.08 0.2060
F 1.881 0.673 4.298 -0.03 -0.15 0.02 0.1686
C 0.451 -0.581 0.242 0.79 0.30 1.13 -0.2216
C 0.826 -2.101 0.362 -0.25 0.16 -0.26 -0.0965
C 1.151 -2.916 -0.890 -0.23 -0.65 -0.17 -0.1532
C -0.065 -3.640 -1.516 0.04 0.18 0.12 -0.1466
C 0.001 -3.693 -3.023 0.32 -0.21 -0.31 -0.1669
O 0.252 -2.387 -3.579 -0.30 -0.47 0.30 -0.0451
C -0.616 -1.956 -4.505 -0.07 0.54 -0.41 -0.3644
O -0.698 -0.804 -4.780 0.03 0.53 -0.10 0.1172
C 0.874 0.004 -1.136 0.14 -0.09 -0.37 -0.0970
C 2.410 -0.024 -1.409 -0.37 -0.05 0.10 -0.1737
C 3.220 1.273 -1.300 -0.14 -0.46 -0.80 -0.2253
C 4.410 1.244 -2.264 0.11 0.19 0.86 -0.2705
S 3.950 1.401 -3.986 -0.20 1.28 0.08 0.3409
O 2.551 1.651 -4.088 -0.12 -0.69 0.00 -0.3071
O 4.833 2.330 -4.612 0.45 -0.50 -0.10 -0.3250
Cl 4.364 -0.473 -4.722 -0.08 -0.01 -0.02 0.3664
C -0.960 -0.219 0.865 -0.17 0.30 0.13 -0.2503
C -1.235 -0.867 2.247 -0.30 -0.87 0.41 -0.1659
C -0.297 -1.549 3.031 -0.73 0.34 0.00 -0.0195
C -0.666 -2.077 4.270 0.03 0.00 0.14 -0.1215
N -1.872 -1.977 4.832 0.30 0.45 -1.02 0.0775
C -2.752 -1.288 4.088 -0.04 -0.02 0.01 -0.1071
C -2.508 -0.742 2.832 0.58 -0.16 0.26 -0.0169
S -2.428 -0.623 -0.136 -1.53 -0.45 -0.67 0.6939
C -2.035 -0.534 -1.856 0.37 0.87 0.30 -0.1017
O -2.830 -1.976 0.166 0.89 -0.31 -0.07 -0.2837
O -3.457 0.358 0.091 0.40 0.45 0.19 -0.2756
H -5.161 2.686 1.765 -0.21 0.17 0.21 0.0621
H -5.947 3.767 0.571 -0.09 0.15 0.23 0.0622
H -5.532 2.135 0.153 -0.06 -0.20 0.02 0.0570
H -3.797 4.489 -0.004 0.13 0.13 -0.08 0.1041
H -3.629 2.874 -0.688 0.13 0.20 -0.31 0.0879
H -2.409 3.960 1.761 0.17 -0.07 0.32 0.1132
H -3.083 2.319 1.890 0.01 0.02 0.21 0.0795
H -1.647 2.203 -0.525 -0.08 0.05 -0.25 0.0361
H -0.658 3.309 0.381 -0.94 -1.15 0.55 -0.1298
H -1.405 1.412 2.197 0.20 -0.36 0.34 0.1327
H 0.859 1.943 2.389 0.58 0.09 -0.22 0.1922
H 2.596 -0.796 2.417 -0.02 -0.17 -0.03 0.1381
H 3.357 -0.160 0.996 0.04 0.08 -0.35 0.1306
H 1.648 -2.214 1.062 0.23 0.00 -0.02 0.1036
H -0.011 -2.597 0.842 -0.08 -0.12 0.07 0.1144
H 1.814 -3.717 -0.567 0.27 0.05 0.08 0.1202
H 1.691 -2.392 -1.668 0.03 0.30 0.05 0.0904
H -1.009 -3.232 -1.159 -0.11 0.19 -0.08 0.0951
H -0.054 -4.676 -1.186 -0.15 -0.13 0.11 0.1232
H 0.823 -4.339 -3.328 0.17 0.01 -0.08 0.1311
H -0.903 -4.105 -3.466 -0.17 -0.04 0.09 0.1223
H -1.243 -2.693 -5.019 0.09 -0.54 0.27 0.1512
H 0.477 1.001 -1.332 0.04 0.24 0.28 0.0597
H 0.459 -0.641 -1.900 -0.04 -0.01 0.02 0.0761
H 2.500 -0.334 -2.445 -0.10 -0.18 -0.12 0.0816
H 2.848 -0.841 -0.833 0.29 -0.04 0.01 0.1026
H 2.578 2.103 -1.585 -0.09 0.28 0.32 0.0083
H 3.664 1.455 -0.326 -0.22 0.17 0.28 0.1045
H 5.011 2.127 -2.064 0.11 0.19 -0.31 0.1070
H 5.061 0.391 -2.098 -0.02 -0.23 -0.33 0.0946
H 0.716 -1.678 2.712 0.18 -0.17 0.05 0.0769
H 0.083 -2.618 4.837 0.01 -0.01 0.07 0.1090
H -3.736 -1.155 4.519 -0.06 -0.05 0.04 0.1117
H -3.304 -0.209 2.338 -0.11 0.03 -0.07 0.1058
H -1.235 -1.194 -2.148 -0.25 -0.35 0.02 0.0253
H -1.726 0.487 -2.073 0.00 0.09 -0.07 0.0879
H -2.982 -0.712 -2.352 -0.13 -0.26 -0.03 0.0965
Br 0.465 3.691 -1.190 1.89 0.79 -1.61 -0.0232

***

(4)
126
Properties=species:S:1:pos:R:3:forces:R:3:lowdin_charge:R:1 method="wB97M-V/def2-TZVPD" lumo_energy_ev="-1.277 / -1.275" total_charge=0 orbital_gap_ev="4.45 / 4.45" homo_energy_ha="-0.210 / -0.210"
Ti -0.105 -0.862 0.320 0.86 -2.63 -0.69 0.5353
S 0.647 -8.577 2.383 0.00 -0.38 0.10 0.5008
C 0.843 -7.019 1.933 -0.25 0.42 -0.18 -1.5400
S -0.361 -6.135 1.047 -0.03 -0.44 0.18 0.8417
C 0.463 -4.605 0.925 1.59 -0.39 0.80 -1.1286
C 1.740 -4.554 1.509 -1.48 -0.37 -0.71 -1.1907
S 2.798 -3.277 1.497 0.55 0.77 0.03 0.6232
S 2.230 -6.057 2.291 -0.19 0.11 -0.08 0.8853
S -0.397 -3.409 0.082 -0.25 2.06 -0.02 0.5586
Cl 7.482 -0.342 -0.556 -0.04 0.00 0.00 0.6790
C 5.757 -0.511 -0.448 -0.02 -0.01 0.00 -0.6694
C 5.083 0.049 0.620 -0.01 0.01 0.02 -0.1352
C 3.704 -0.065 0.681 -0.04 -0.02 0.02 -0.5900
Cl 2.878 0.620 2.038 0.02 -0.02 0.03 0.8116
C 2.965 -0.725 -0.309 0.43 -0.20 -0.01 -0.5227
O 1.653 -0.812 -0.285 -1.17 0.56 0.57 -0.3448
C 3.703 -1.320 -1.343 -0.11 -0.10 0.00 -0.5810
Cl 2.854 -2.274 -2.509 0.04 -0.02 0.06 0.7785
C 5.077 -1.211 -1.430 -0.02 0.02 0.01 -0.1210
H 5.616 0.571 1.402 0.00 -0.01 0.00 0.1114
H 5.608 -1.682 -2.245 -0.01 -0.01 0.01 0.1120
C 0.430 4.314 4.167 0.00 0.01 0.02 -0.1004
C -0.601 3.192 4.188 -0.01 -0.01 0.00 -0.2722
C -0.025 1.854 3.733 0.04 0.03 0.03 -0.3194
C -1.044 0.719 3.703 0.03 0.08 -0.26 -0.3461
Ge -0.302 -1.003 2.985 -0.03 0.01 0.42 0.8867
C 1.141 -1.536 4.238 0.27 -0.01 -0.18 -0.3731
C 0.673 -2.407 5.402 -0.19 -0.01 -0.04 -0.3000
C -0.263 -1.692 6.369 -0.01 -0.02 0.02 -0.2992
C -0.593 -2.533 7.596 -0.02 0.00 0.00 -0.1173
H 0.003 5.263 4.495 0.00 -0.01 0.00 0.0702
H 0.843 4.462 3.166 0.01 -0.01 -0.02 0.0530
H 1.267 4.081 4.830 0.00 0.00 -0.01 0.0762
H -1.448 3.452 3.542 -0.01 0.01 0.00 0.0935
H -1.013 3.080 5.196 0.00 0.00 -0.01 0.1095
H 0.801 1.585 4.402 0.00 0.00 -0.03 0.1024
H 0.431 1.988 2.745 -0.01 0.01 -0.01 0.0600
H -1.904 1.018 3.089 0.00 0.01 0.02 0.0313
H -1.433 0.555 4.713 0.03 -0.12 -0.05 0.0586
H -1.463 -2.018 3.313 0.10 0.09 -0.19 -0.0146
H 1.611 -0.622 4.617 -0.04 0.02 0.01 0.0465
H 1.908 -2.061 3.666 -0.08 0.03 -0.02 -0.0157
H 1.542 -2.779 5.959 0.01 0.06 -0.05 0.1142
H 0.162 -3.295 5.013 0.06 -0.01 0.01 0.1054
H -1.188 -1.431 5.846 -0.01 0.01 0.02 0.0781
H 0.194 -0.745 6.678 0.00 0.00 0.01 0.1094
H -1.052 -3.480 7.304 0.01 0.01 0.00 0.0732
H -1.284 -2.018 8.266 0.00 0.00 0.00 0.0651
H 0.311 -2.768 8.163 0.00 0.00 -0.01 0.0714
C -4.232 -0.435 1.999 0.01 0.02 -0.01 0.0042
C -3.246 -1.316 1.304 -0.06 -0.20 0.06 -0.4869
C -3.526 -2.780 1.242 -0.03 0.06 -0.02 -0.0200
O -2.217 -0.838 0.834 0.16 0.38 -0.07 -0.2536
H -5.246 -0.640 1.651 0.01 0.00 0.00 0.0978
H -3.987 0.618 1.883 0.00 0.00 0.01 0.0729
H -4.194 -0.688 3.063 -0.02 -0.02 0.00 0.1126
H -4.532 -3.013 1.585 0.00 0.01 0.01 0.0941
H -2.788 -3.288 1.867 0.02 -0.02 -0.01 0.0765
H -3.365 -3.148 0.227 0.03 -0.01 0.01 0.0687
C -4.266 0.546 -4.378 0.03 0.00 0.01 -0.2147
Si -3.897 -0.020 -2.628 -0.06 0.03 -0.02 0.3107
C -4.152 1.437 -1.473 0.01 0.00 0.01 -0.2076
C -5.141 -1.352 -2.182 0.02 -0.01 0.00 -0.2093
Sb -1.500 -0.908 -2.398 -0.11 0.12 0.08 0.9506
Si -1.757 -3.110 -3.696 0.06 -0.19 -0.04 0.3064
C -2.643 -2.790 -5.319 0.00 0.08 0.01 -0.2142
C -2.785 -4.314 -2.703 0.01 0.07 0.03 -0.2132
C -0.042 -3.785 -3.978 -0.01 0.05 0.00 -0.2308
Si -0.400 0.770 -3.985 0.14 0.04 0.01 0.3131
C -0.861 0.612 -5.793 -0.04 -0.02 0.00 -0.2081
C -0.879 2.471 -3.344 0.00 0.00 -0.01 -0.2095
C 1.449 0.554 -3.833 -0.09 0.01 0.02 -0.2431
H -5.335 0.761 -4.467 0.00 0.00 0.01 0.0396
H -4.012 -0.213 -5.119 -0.01 0.01 0.01 0.0134
H -3.723 1.459 -4.628 0.00 0.00 0.00 0.0158
H -5.153 1.852 -1.622 0.00 0.00 0.00 0.0426
H -3.426 2.231 -1.657 0.01 0.01 0.00 0.0159
H -4.067 1.134 -0.428 -0.01 0.00 -0.01 -0.0004
H -6.147 -0.923 -2.220 0.00 0.00 0.01 0.0398
H -4.987 -1.759 -1.181 0.02 -0.01 0.00 0.0146
H -5.109 -2.182 -2.889 -0.01 0.01 0.01 0.0165
H -3.697 -2.561 -5.147 0.00 0.00 -0.01 0.0197
H -2.599 -3.692 -5.935 0.01 0.00 0.02 0.0396
H -2.208 -1.969 -5.892 -0.01 -0.04 0.01 0.0062
H -3.774 -3.916 -2.468 0.01 -0.02 0.01 0.0090
H -2.286 -4.586 -1.772 0.02 -0.01 0.01 -0.0066
H -2.926 -5.221 -3.297 0.01 0.00 0.01 0.0433
H 0.551 -3.128 -4.619 0.01 0.00 0.01 0.0227
H -0.100 -4.766 -4.457 -0.01 0.01 0.00 0.0411
H 0.476 -3.901 -3.024 0.01 -0.01 0.01 -0.0015
H -1.904 0.863 -5.990 0.03 -0.03 0.00 0.0154
H -0.671 -0.395 -6.172 0.02 0.04 0.02 0.0206
H -0.232 1.301 -6.364 -0.02 0.01 0.00 0.0394
H -1.890 2.746 -3.653 -0.03 0.01 0.02 0.0216
H -0.195 3.226 -3.743 -0.01 0.00 -0.02 0.0385
H -0.834 2.523 -2.254 0.01 0.00 -0.02 -0.0004
H 1.780 -0.362 -4.324 0.01 0.00 0.00 0.0147
H 1.766 0.488 -2.789 0.00 0.02 -0.05 0.0024
H 1.958 1.397 -4.309 -0.03 0.00 0.00 0.0384
C 5.358 4.227 0.253 0.02 0.00 0.01 -0.0572
C 4.444 4.831 -0.802 0.04 0.04 0.01 -0.1930
N 3.196 4.084 -0.952 -0.06 -0.10 0.06 -0.0441
C 3.051 3.272 -2.153 0.07 0.05 -0.05 -0.1938
C 4.064 2.140 -2.219 0.05 0.04 -0.02 -0.0558
C 2.255 4.290 -0.005 0.05 0.04 -0.11 -0.4089
O 2.393 5.120 0.882 -0.05 0.02 0.07 0.0704
C 0.980 3.485 0.013 -0.06 -0.04 0.03 -0.0886
C -0.191 4.159 0.340 0.05 0.00 0.01 0.0241
C -1.347 3.432 0.548 -0.03 -0.07 -0.01 -0.0226
C -1.285 2.052 0.490 -0.10 0.11 0.05 -0.1426
N -0.160 1.387 0.204 -0.18 -0.04 0.12 -0.0013
C 0.943 2.103 -0.059 0.15 -0.06 -0.06 -0.0998
H 6.275 4.812 0.333 0.00 -0.01 0.01 0.0796
H 5.627 3.199 0.003 -0.01 0.02 0.00 0.0606
H 4.864 4.233 1.224 0.01 0.00 -0.01 0.0767
H 4.930 4.842 -1.779 0.00 0.00 0.01 0.1182
H 4.196 5.858 -0.535 0.01 0.00 -0.01 0.1206
H 3.174 3.932 -3.019 -0.01 -0.01 0.00 0.1283
H 2.035 2.889 -2.200 -0.08 -0.03 0.00 0.0854
H 5.085 2.527 -2.249 -0.02 0.00 0.01 0.0833
H 3.911 1.541 -3.115 0.02 0.01 0.00 0.0699
H 3.978 1.488 -1.350 0.01 0.04 -0.05 0.0518
H -0.167 5.235 0.451 0.00 -0.01 0.00 0.1356
H -2.283 3.917 0.791 0.00 -0.01 0.00 0.1213
H -2.151 1.443 0.695 0.01 0.01 -0.01 0.0774
H 1.830 1.533 -0.297 -0.03 0.06 0.00 0.0858

***

These records have energy above the lowest of the compared OMol25 structures with the same formula, charge and spin values of 6.204; 0.908; 0.000; 2.302 eV, in the order they appear.
These records have electronic energy values of -263.93920; -1123.78240; -5741.06945; -9268.90008 hartree, in the order they appear.
These records have molar mass values of 80.09; 251.40; 714.06; 1206.17 g/mol, in the order they appear.